No. 1
149
Properties=species:S:1:pos:R:3 method="wB97M-V/def2-TZVPD" de_lowest_kcal_mol=0.0 homo_energy_ev=-2.237 total_charge=-2 gap_ev=5.826
Cs -0.361 0.053 0.962
C 0.753 3.463 -2.543
C 0.934 2.928 -3.974
C 1.539 4.033 -4.857
C -0.481 2.639 -4.500
Si 2.041 1.367 -3.979
Br 1.579 0.177 -2.112
C 3.930 1.736 -3.779
C 4.542 2.239 -5.097
C 4.733 0.503 -3.336
C 4.156 2.801 -2.694
C 1.668 0.149 -5.418
C 1.694 0.873 -6.774
C 2.697 -0.987 -5.475
C 0.293 -0.516 -5.232
H 0.156 4.381 -2.584
H 1.679 3.702 -2.029
H 0.199 2.755 -1.926
H 0.834 4.871 -4.881
H 1.693 3.704 -5.888
H 2.484 4.417 -4.476
H -1.078 3.548 -4.374
H -0.996 1.863 -3.935
H -0.491 2.381 -5.561
H 4.552 1.462 -5.864
H 5.582 2.534 -4.919
H 4.018 3.106 -5.501
H 4.665 -0.331 -4.032
H 4.418 0.146 -2.356
H 5.789 0.788 -3.265
H 3.762 3.778 -2.966
H 5.235 2.913 -2.533
H 3.709 2.514 -1.742
H 2.657 1.349 -6.972
H 0.919 1.635 -6.852
H 1.518 0.141 -7.570
H 3.694 -0.640 -5.753
H 2.379 -1.712 -6.233
H 2.765 -1.517 -4.523
H -0.532 0.189 -5.172
H 0.259 -1.119 -4.325
H 0.113 -1.180 -6.086
C -4.564 3.521 -6.211
C -5.077 3.078 -4.867
C -5.275 1.737 -4.574
C -5.722 1.324 -3.327
C -5.945 2.256 -2.321
N -6.357 1.889 -1.027
C -6.001 0.792 -0.248
O -6.613 0.556 0.781
N -4.980 0.048 -0.749
C -4.262 -0.971 -0.089
C -3.516 -1.812 -0.898
C -2.673 -2.720 -0.308
C -2.571 -2.723 1.071
N -3.267 -1.913 1.880
C -4.149 -1.086 1.294
C -5.767 3.608 -2.611
C -5.349 4.007 -3.866
H -4.318 2.663 -6.836
H -3.662 4.125 -6.103
H -5.305 4.124 -6.742
H -5.064 0.990 -5.329
H -5.875 0.271 -3.130
H -6.977 2.512 -0.538
H -4.460 0.449 -1.523
H -3.539 -1.695 -1.972
H -2.042 -3.371 -0.897
H -1.834 -3.359 1.549
H -4.726 -0.444 1.943
H -5.915 4.340 -1.827
H -5.189 5.062 -4.059
C 5.343 -3.080 6.176
C 3.909 -2.841 5.787
C 3.388 -3.411 4.627
C 2.091 -3.152 4.214
C 1.292 -2.312 4.979
C 1.781 -1.750 6.148
C 3.085 -2.018 6.545
S -0.355 -1.768 4.469
C -1.066 -3.380 4.170
O -0.972 -1.223 5.719
H 5.616 -4.129 6.052
H 5.523 -2.799 7.214
H 6.017 -2.491 5.549
H 4.013 -4.059 4.022
H 1.710 -3.573 3.289
H 1.131 -1.102 6.722
H 3.471 -1.567 7.453
H -1.016 -3.953 5.095
H -0.510 -3.834 3.349
H -2.095 -3.196 3.858
C 3.728 1.150 0.871
C 5.180 1.248 1.411
N 5.415 0.227 2.438
C 5.111 -1.090 1.867
C 3.629 -1.159 1.413
N 2.987 0.139 1.626
C 3.025 0.478 3.050
C 4.492 0.474 3.554
H 3.716 0.851 -0.178
H 3.213 2.106 0.959
H 5.360 2.227 1.861
H 5.914 1.105 0.612
H 5.323 -1.847 2.628
H 5.794 -1.260 1.030
H 3.070 -1.912 1.964
H 3.545 -1.413 0.354
H 2.427 -0.257 3.593
H 2.564 1.459 3.175
H 4.651 -0.307 4.302
H 4.754 1.434 4.006
O -1.571 2.193 2.620
C -0.689 3.025 2.427
N 0.472 2.831 1.762
S 1.403 4.137 1.766
O 2.598 3.945 2.561
O 1.617 4.671 0.441
C 0.280 5.196 2.650
C 0.386 6.523 3.017
C -0.684 7.082 3.707
C -1.813 6.323 4.012
C -1.897 4.989 3.634
C -0.830 4.440 2.947
H 1.267 7.102 2.773
H -0.641 8.121 4.011
H -2.633 6.784 4.550
H -2.761 4.377 3.858
N 6.106 -6.062 -4.269
C 5.335 -5.675 -3.505
C 4.375 -5.204 -2.547
C 3.994 -6.019 -1.477
C 3.071 -5.567 -0.559
C 2.489 -4.289 -0.668
C 2.885 -3.487 -1.753
C 3.811 -3.934 -2.673
C 1.553 -3.835 0.301
C 0.792 -3.419 1.181
H 4.431 -7.004 -1.377
H 2.775 -6.195 0.271
H 2.453 -2.501 -1.861
H 4.105 -3.300 -3.501
C -2.412 3.162 -0.672
O -2.520 2.434 -1.874
C -2.276 0.996 -1.695
O -2.348 0.428 -2.774
H -3.261 3.849 -0.581
H -1.489 3.754 -0.643
H -2.413 2.489 0.193

No. 2
144
Properties=species:S:1:pos:R:3 method="wB97M-V/def2-TZVPD" de_lowest_kcal_mol=26.3 spin_multiplicity=2 homo_energy_ev="-6.319 / -6.955" gap_ev="6.623 / 6.558"
Sr -1.161 -0.132 0.003
S 0.515 -0.725 -2.198
C 1.312 -2.285 -1.964
C 1.271 -3.256 -2.975
C 2.004 -4.430 -2.867
C 2.806 -4.659 -1.753
C 2.827 -3.724 -0.728
C 2.081 -2.551 -0.820
As 1.947 -1.239 0.609
C 3.129 0.136 -0.123
C 4.232 -0.172 -0.911
C 5.098 0.832 -1.330
C 4.872 2.151 -0.951
C 3.761 2.467 -0.181
C 2.889 1.462 0.222
C 3.199 -2.044 1.888
C 4.472 -1.536 2.144
C 5.277 -2.108 3.125
C 4.823 -3.197 3.858
C 3.558 -3.712 3.609
C 2.751 -3.131 2.639
H 0.658 -3.067 -3.849
H 1.949 -5.170 -3.658
H 3.413 -5.554 -1.687
H 3.435 -3.908 0.151
H 4.414 -1.200 -1.199
H 5.957 0.583 -1.942
H 5.563 2.929 -1.258
H 3.575 3.496 0.110
H 2.018 1.712 0.816
H 4.843 -0.689 1.585
H 6.262 -1.698 3.314
H 5.448 -3.635 4.628
H 3.191 -4.557 4.180
H 1.756 -3.532 2.472
C -1.700 4.096 1.037
N -2.794 4.087 1.999
C -2.771 5.118 3.017
C -3.760 3.138 2.000
O -3.888 2.225 1.198
H -1.721 5.018 0.452
H -1.797 3.248 0.375
H -0.747 4.028 1.564
H -2.842 6.109 2.562
H -1.842 5.070 3.589
H -3.611 4.989 3.699
H -4.455 3.260 2.846
C -4.574 0.941 -1.843
S -3.338 1.933 -2.698
O -2.192 2.037 -1.706
C -4.257 3.466 -2.626
C -4.258 4.255 -1.489
C -4.977 5.443 -1.488
C -5.685 5.832 -2.620
C -5.682 5.029 -3.755
C -4.958 3.843 -3.763
H -5.549 1.094 -2.306
H -4.574 1.263 -0.799
H -4.275 -0.105 -1.948
H -3.712 3.922 -0.618
H -4.987 6.061 -0.598
H -6.241 6.762 -2.619
H -6.238 5.330 -4.634
H -4.940 3.214 -4.651
C -1.137 1.890 -8.892
C -2.069 3.085 -8.679
C -1.826 3.877 -7.391
C -1.931 3.053 -6.108
N -0.691 2.347 -5.803
C -0.587 1.087 -5.311
S -1.907 0.041 -5.143
N 0.665 0.689 -5.011
C 1.857 1.514 -5.149
C 2.013 2.625 -4.105
C 3.203 3.527 -4.426
C 3.139 4.873 -3.710
H -1.304 1.447 -9.877
H -1.304 1.110 -8.144
H -0.088 2.196 -8.833
H -3.106 2.731 -8.677
H -1.967 3.771 -9.524
H -2.552 4.693 -7.334
H -0.831 4.340 -7.434
H -2.711 2.297 -6.195
H -2.187 3.706 -5.269
H 0.137 2.917 -5.799
H 0.701 -0.107 -4.386
H 1.865 1.950 -6.154
H 2.716 0.845 -5.097
H 2.129 2.171 -3.117
H 1.099 3.228 -4.065
H 3.243 3.704 -5.507
H 4.130 3.008 -4.161
H 2.261 5.443 -4.036
H 4.024 5.478 -3.919
H 3.065 4.739 -2.629
C -1.848 0.906 3.928
C -1.414 0.389 2.569
O -1.184 1.289 1.675
N -1.269 -0.904 2.257
Te -1.115 -2.238 3.760
C -1.976 -4.132 2.773
C -1.197 -4.825 1.840
C -0.452 -4.075 0.765
C -1.148 -6.215 1.877
C -1.861 -6.942 2.823
C -1.745 -8.445 2.905
C -2.700 -6.247 3.685
C -2.773 -4.854 3.681
C -3.770 -4.194 4.620
C 0.778 -1.672 4.962
C 1.691 -0.625 4.824
C 1.602 0.477 3.793
C 2.775 -0.558 5.707
C 2.983 -1.500 6.696
C 4.155 -1.400 7.642
C 2.071 -2.546 6.799
C 0.980 -2.656 5.948
C 0.055 -3.847 6.127
H -2.085 1.964 3.839
H -1.045 0.784 4.662
H -2.720 0.357 4.284
H -0.208 -3.067 1.101
H -1.072 -3.979 -0.132
H 0.466 -4.578 0.467
H -0.525 -6.741 1.157
H -0.888 -8.803 2.334
H -2.640 -8.933 2.508
H -1.628 -8.771 3.940
H -3.314 -6.803 4.392
H -4.752 -4.656 4.493
H -3.871 -3.134 4.416
H -3.487 -4.313 5.670
H 0.750 0.367 3.140
H 2.498 0.479 3.172
H 1.546 1.455 4.281
H 3.478 0.265 5.598
H 4.875 -0.656 7.298
H 4.671 -2.359 7.735
H 3.824 -1.110 8.643
H 2.215 -3.303 7.567
H 0.416 -4.493 6.928
H -0.010 -4.459 5.217
H -0.962 -3.535 6.388

No. 3
147
Properties=species:S:1:pos:R:3 method="wB97M-V/def2-TZVPD" homo_energy_ev=-16.511 total_charge=+4 gap_ev=5.220
C -10.234 16.829 -17.780
N -11.581 17.392 -17.628
C -12.011 18.147 -18.655
C -13.218 18.798 -18.539
C -14.057 18.536 -17.456
C -13.605 17.652 -16.450
C -12.369 17.036 -16.580
C -15.379 19.214 -17.420
C -16.476 18.474 -17.031
C -17.761 19.029 -17.134
N -17.939 20.254 -17.621
C -16.872 21.046 -17.930
C -15.595 20.542 -17.825
C -19.293 20.887 -17.654
H -9.523 17.616 -18.007
H -10.294 15.992 -18.477
H -9.976 16.288 -16.868
H -11.347 18.325 -19.489
H -13.549 19.505 -19.287
H -14.224 17.454 -15.586
H -11.877 16.341 -15.908
H -16.394 17.429 -16.767
H -18.621 18.442 -16.842
H -17.000 22.082 -18.206
H -14.760 21.172 -18.097
H -19.963 20.191 -17.158
H -19.628 20.889 -18.693
H -19.216 21.915 -17.318
C -10.857 25.821 -15.573
N -11.482 24.568 -14.999
C -11.203 23.358 -15.512
C -11.765 22.213 -15.016
C -12.592 22.310 -13.892
C -12.873 23.576 -13.379
C -12.308 24.701 -13.934
C -13.194 21.044 -13.372
C -14.539 20.773 -13.431
C -15.006 19.572 -12.922
N -14.199 18.760 -12.200
C -12.913 19.086 -11.991
C -12.374 20.214 -12.599
C -14.623 17.449 -11.695
H -11.539 26.653 -15.436
H -10.662 25.559 -16.609
H -9.898 25.929 -15.071
H -10.579 23.353 -16.396
H -11.452 21.286 -15.476
H -13.609 23.661 -12.589
H -12.590 25.717 -13.698
H -15.144 21.438 -14.035
H -16.045 19.289 -13.009
H -12.298 18.368 -11.457
H -11.343 20.516 -12.481
H -14.280 16.719 -12.428
H -15.700 17.407 -11.549
H -14.180 17.263 -10.719
C -4.494 19.865 -5.696
C -4.955 20.316 -7.079
C -5.167 19.098 -7.992
C -6.177 19.335 -9.114
N -6.383 18.176 -10.095
C -6.953 16.885 -9.474
C -6.579 15.744 -10.455
C -5.481 16.336 -11.330
C -5.071 17.671 -10.734
C -7.251 18.628 -11.239
H -5.158 19.139 -5.224
H -4.296 20.742 -5.084
H -3.575 19.270 -5.730
H -4.376 21.128 -7.520
H -5.910 20.828 -6.910
H -5.643 18.309 -7.401
H -4.217 18.720 -8.363
H -5.629 19.992 -9.799
H -7.169 19.687 -8.844
H -8.007 17.154 -9.420
H -6.518 16.750 -8.488
H -7.428 15.455 -11.072
H -6.285 14.841 -9.926
H -5.816 16.420 -12.368
H -4.597 15.717 -11.493
H -4.730 18.447 -11.413
H -4.439 17.503 -9.866
H -7.702 17.766 -11.730
H -6.732 19.102 -12.073
H -7.994 19.296 -10.809
Cl -10.911 15.782 -12.326
O -10.121 14.597 -12.353
O -10.053 16.936 -12.443
O -11.727 15.869 -13.524
O -11.766 15.863 -11.167
Cl -15.405 12.144 -12.616
C -13.926 13.098 -12.714
C -13.007 12.675 -13.850
Cl -12.476 10.956 -13.821
H -13.390 13.080 -11.766
H -14.177 14.144 -12.898
H -12.095 13.262 -13.763
H -13.475 12.968 -14.789
C -10.750 11.584 -9.257
C -10.838 13.098 -9.090
C -9.505 13.621 -8.602
C -9.358 15.090 -8.496
N -9.294 16.232 -8.383
H -9.906 11.365 -9.920
H -11.654 11.165 -9.687
H -10.374 11.107 -8.349
H -11.561 13.483 -8.368
H -11.103 13.515 -10.063
H -8.646 13.234 -9.151
H -9.407 13.335 -7.549
C -6.349 13.028 -16.127
C -7.500 12.494 -15.244
C -7.666 13.284 -13.948
C -6.660 13.202 -12.879
N -5.871 13.162 -12.045
H -5.550 13.415 -15.490
H -6.641 13.828 -16.810
H -5.841 12.259 -16.706
H -7.288 11.447 -15.010
H -8.475 12.372 -15.717
H -8.583 12.845 -13.552
H -7.724 14.351 -14.175
C -10.394 25.501 -8.965
C -9.215 24.917 -9.457
C -9.165 23.559 -9.665
C -10.284 22.777 -9.414
C -11.456 23.359 -8.912
C -11.546 24.748 -8.727
C -12.670 22.546 -8.638
O -13.703 22.914 -8.126
C -12.532 21.033 -8.774
C -13.565 20.201 -8.426
C -13.357 18.808 -8.445
C -12.118 18.207 -8.585
C -11.092 19.110 -8.998
C -11.277 20.484 -9.092
C -10.145 21.292 -9.594
O -9.183 20.802 -10.156
H -10.443 26.557 -8.730
H -8.366 25.572 -9.597
H -8.219 23.236 -10.079
H -12.413 25.282 -8.367
H -14.591 20.489 -8.244
H -14.214 18.165 -8.270
H -11.883 17.154 -8.571
H -10.150 18.639 -9.250

| no. | M (g mol⁻¹) | E (Ha) |
| --- | --- | --- |
| 1 | 1273.3 | -6805.9167 |
| 2 | 1249.6 | -6390.2212 |
| 3 | 1059.6 | -4430.0709 |